The following is a DFT calculation (ωB97M-V with the def2-TZVPD basis set) of 10 unconnected molecules or ions with the total composition C54H99BrN18 at a distorted geometry.

The geometry in XYZ format:
```
172
Properties=species:S:1:pos:R:3:forces:R:3:lowdin_charge:R:1
C -3.813191 0.525207 -2.108189 1.0786 -0.3958 0.3135 -0.076
C -4.697031 1.327967 -1.204369 0.0272 1.3674 -0.6573 -0.174
N -5.872151 1.840607 -1.942109 0.3769 0.1396 1.0770 -0.064
C -7.093321 1.285037 -1.705479 -0.3243 -0.0840 -0.8207 0.018
C -7.982241 1.897347 -2.560449 0.1007 0.5417 1.1872 0.037
N -7.288431 2.910637 -3.151509 1.8133 0.3387 -2.0858 -0.070
C -5.975371 2.871317 -2.802969 -1.7777 -1.0484 0.3459 0.003
C -7.762481 3.795587 -4.290069 -0.0476 0.6392 1.4193 0.064
H -3.516841 1.081997 -2.997149 -0.1634 -0.0855 -0.1004 0.074
H -4.127961 -0.484213 -2.372959 -0.4700 0.2199 -0.1339 0.086
H -2.917471 0.390517 -1.501849 0.4583 -0.1614 -0.1315 0.041
H -4.151211 2.208787 -0.866229 0.0645 0.0055 0.1502 0.103
H -4.951651 0.801537 -0.284509 -0.5639 0.0821 -0.2466 0.124
H -7.104631 0.516407 -0.946889 -0.7191 0.0023 -0.2896 0.143
H -9.056941 1.873537 -2.664619 0.0793 -0.4038 -0.0116 0.158
H -5.210191 3.538677 -3.171109 -0.0951 -0.2106 0.1001 0.161
H -8.614191 3.345347 -4.799939 0.1838 0.0844 0.1701 0.116
H -6.966901 4.086457 -4.976039 0.1342 -0.7602 0.0356 0.099
H -8.002441 4.730837 -3.784269 -0.6745 -0.0148 -0.2789 0.110
C -2.796251 -2.600233 0.157541 -0.8067 0.2201 1.0321 -0.043
C -1.888761 -1.813753 1.074451 0.7850 0.6694 -0.2464 -0.154
N -1.039171 -0.864183 0.318831 2.1482 3.9531 -0.6069 -0.020
C -0.044261 -1.145583 -0.607359 0.1554 0.5743 -0.4432 -0.033
C 0.591259 0.016637 -1.017749 -2.0486 -0.2555 0.8258 0.001
N -0.074971 1.094477 -0.352679 -0.4531 -5.6570 1.5184 -0.086
C -0.959021 0.519347 0.511751 0.1449 -2.0912 -0.7317 0.018
C 0.166799 2.443887 -0.510549 -0.9296 2.9871 -0.1320 -0.025
H -3.393391 -1.943333 -0.474909 0.4688 0.0901 -0.3627 0.079
H -3.564191 -2.928753 0.857851 0.0290 -0.7656 -0.1860 0.077
H -2.349731 -3.437973 -0.378109 -0.0391 0.1852 0.0719 0.081
H -1.167771 -2.373133 1.670581 -0.3049 -0.5251 -0.2216 0.099
H -2.455691 -1.217173 1.789141 -0.1385 0.1587 -0.1913 0.131
H 0.118979 -2.158503 -0.944619 0.0815 0.0784 -0.0201 0.141
H 1.347789 0.166087 -1.773869 -0.0919 0.0772 0.1324 0.119
H -1.464581 0.963547 1.356441 -0.7060 0.9851 -0.1554 0.033
H -0.561221 3.021607 0.058961 0.1306 -0.2601 0.7678 0.080
H -0.204251 2.733047 -1.493809 1.0086 0.0975 -0.5369 0.101
H 1.165279 2.764467 -0.213279 -0.0380 -0.0886 -0.4700 0.092
C 2.619899 6.349387 -3.752999 -1.6611 0.0031 1.1062 -0.031
C 1.193179 5.644807 -3.798019 0.1822 -0.4440 -0.3946 -0.099
N 1.191479 4.129157 -3.979789 -0.6065 -3.9024 -1.4552 -0.030
C 2.354649 3.398727 -4.011259 -0.6359 -3.0765 -1.5540 -0.008
C 2.091439 2.018357 -4.459189 -0.5697 4.3964 1.4022 0.041
N 0.709279 1.946757 -4.675639 1.5116 4.3668 2.3002 -0.098
C 0.163579 3.193277 -4.351139 2.7639 1.1822 0.2984 0.052
C 0.011389 0.726807 -4.779659 -1.3144 -2.0138 -0.8687 -0.018
H 3.352969 6.222167 -4.549569 -0.7015 -0.0641 -0.3926 0.100
H 3.164309 6.254147 -2.813499 -0.1617 -0.7516 0.2155 0.046
H 2.289489 7.382487 -3.645119 0.3006 0.3101 -0.6886 0.096
H 0.567229 6.052347 -4.591869 0.4824 -0.0987 -0.4693 0.134
H 0.544829 5.812257 -2.937959 0.6380 0.1907 0.5220 0.102
H 3.307889 3.884917 -3.865129 -0.0461 -0.1933 0.0303 0.112
H 2.785889 1.195577 -4.543819 -0.2350 0.0292 -0.2766 0.134
H -0.856391 3.547387 -4.325379 -0.1311 -0.6261 -0.4269 0.155
H 0.292219 0.171687 -5.674689 0.0610 0.3588 -0.2722 0.125
H -1.066711 0.879057 -4.830829 0.1276 0.1311 0.0359 0.110
H 0.238429 0.026947 -3.975449 0.0011 0.3977 0.3461 0.081
C 6.991499 -2.220233 4.776251 -0.6593 -0.5585 1.0885 -0.047
C 6.894199 -0.959673 3.955411 1.6726 -0.2803 0.5920 -0.168
N 5.669119 -0.719353 3.241391 -2.8619 -0.9943 -0.1671 -0.030
C 5.059499 0.550127 3.169721 -0.9177 -2.1221 -2.4075 0.036
C 3.899149 0.335327 2.422221 -0.1071 -0.9635 0.9869 -0.018
N 3.695069 -1.047763 2.284451 2.0504 -1.0877 0.4005 -0.071
C 4.807079 -1.694933 2.794361 -0.3683 3.3091 -0.6687 0.041
C 2.561529 -1.791873 1.650911 -0.1897 0.8955 0.1020 0.015
H 6.368899 -2.214093 5.670921 0.1949 0.4095 0.2612 0.065
H 8.036359 -2.320393 5.070061 -0.1149 -0.0785 0.1671 0.115
H 6.696079 -3.175143 4.341531 0.2730 0.1697 -0.8374 0.087
H 7.770169 -1.052403 3.313401 -0.3397 0.6166 -0.7084 0.147
H 7.017789 -0.061723 4.560811 0.3183 -0.2212 0.1881 0.141
H 5.565829 1.449337 3.488221 -0.0614 -0.1207 0.0355 0.146
H 3.107369 0.945497 2.013351 0.2772 0.4139 0.3916 0.111
H 4.970629 -2.757723 2.693741 0.2228 0.0955 0.2960 0.170
H 2.374209 -1.459273 0.629941 0.5210 0.0282 0.0079 0.071
H 1.631909 -1.597703 2.185891 0.2015 0.1497 0.2639 0.057
H 2.690659 -2.874183 1.656281 0.5414 0.2073 0.1202 0.112
C -2.397431 -5.958533 -2.843699 -0.3155 -0.9810 0.9320 -0.080
C -2.300551 -6.591153 -4.233299 0.1538 1.6040 0.6441 -0.133
N -0.948281 -6.872013 -4.677789 1.0644 0.4699 -1.0510 -0.059
C 0.038349 -5.985103 -4.958569 2.4764 1.9483 -0.1182 -0.044
C 1.121919 -6.558983 -5.663639 -4.1965 0.4940 1.9465 0.056
N 0.637809 -7.844713 -5.907179 -0.5724 1.1502 0.6662 -0.058
C -0.589401 -7.941643 -5.313679 0.9517 -3.0183 -1.6213 -0.009
C 1.344639 -8.901203 -6.624769 0.1754 -1.2678 0.1968 0.037
H -3.468521 -5.801803 -2.716009 0.0286 0.4437 0.1600 0.080
H -1.823751 -5.084203 -2.536209 -0.0308 0.3909 -0.9882 0.055
H -2.129111 -6.649273 -2.044339 0.0059 -0.5188 -0.1800 0.078
H -2.647321 -5.834533 -4.937129 -0.5268 -0.4044 -0.1898 0.141
H -2.915561 -7.491063 -4.228949 0.2332 0.0586 -0.3711 0.148
H -0.099401 -4.941833 -4.715649 0.2207 -0.1072 0.2293 0.119
H 2.026629 -6.012083 -5.884489 0.1358 -0.8346 -0.5203 0.140
H -1.295311 -8.751543 -5.423889 0.5116 -0.4562 -0.1005 0.185
H 0.672159 -9.444623 -7.288519 -0.0423 0.2463 -0.0110 0.118
H 1.707229 -9.609143 -5.879479 0.0771 -0.0513 -0.0924 0.113
H 2.208709 -8.550463 -7.189099 -0.3303 0.4229 0.1127 0.116
C 3.848429 -0.871193 6.492361 -0.5993 0.0718 -0.1841 -0.036
C 3.152899 -2.128193 5.918011 2.2195 -0.7944 1.9747 -0.165
N 1.872839 -1.973203 5.313131 -1.2856 -0.2123 -3.0025 -0.053
C 1.211069 -2.970363 4.524851 -1.4612 3.0147 0.7597 0.059
C 0.028699 -2.322453 4.055361 2.2474 -2.4246 1.6068 -0.046
N -0.004561 -1.034273 4.479021 5.4546 -1.7201 1.9777 -0.077
C 1.241069 -0.825843 5.234081 -3.9276 -0.7300 -1.1580 0.075
C -1.019981 -0.120123 4.291821 -2.2396 3.3922 0.3480 -0.052
H 3.314299 -0.476443 7.356631 0.0088 0.0142 0.0132 0.101
H 3.962379 -0.069643 5.762541 -0.3183 0.0614 -0.2652 0.061
H 4.874979 -1.047683 6.813541 -0.2269 -0.5867 0.1315 0.088
H 2.984599 -2.861663 6.706561 0.1241 0.1442 0.4386 0.156
H 3.861439 -2.670763 5.292171 -0.3338 0.1686 -0.6532 0.113
H 1.600969 -3.977483 4.515941 -0.2742 0.0245 -0.1492 0.144
H -0.821911 -2.890883 3.709321 -0.0569 0.4737 -0.3666 0.134
H 1.448559 0.017877 5.875551 -0.0581 0.2685 -0.3982 0.170
H -2.014761 -0.418443 4.622731 0.1529 -0.4821 0.0572 0.130
H -1.146431 0.358267 3.320611 0.2847 -0.6285 -0.4596 0.036
H -0.811071 0.776777 4.874941 -0.0003 -0.0900 0.3677 0.118
C 1.028019 7.467607 4.296831 1.0381 -0.7594 -0.4445 -0.017
C 1.492939 7.342897 2.793681 0.1725 0.7216 1.9696 -0.167
N 0.499649 6.943577 1.852511 -3.7134 0.0377 -2.1504 -0.074
C -0.097241 5.682297 1.761781 -0.7480 0.8327 -3.0616 0.021
C -0.975841 5.758017 0.647371 1.0222 0.5277 1.1374 -0.019
N -1.039991 7.065157 0.177341 4.0920 -0.4919 4.9980 -0.108
C -0.142941 7.787117 0.982301 -0.7582 -1.9711 -0.2653 0.084
C -1.946951 7.520407 -0.788209 -1.3803 1.2586 -0.5819 -0.005
H 0.176469 8.105207 4.534401 0.2277 0.2486 -0.5056 0.097
H 1.935879 7.800507 4.799891 -0.1915 0.5432 0.1362 0.091
H 0.852619 6.518097 4.802561 -0.2541 -0.3252 -0.4732 0.074
H 2.291869 6.612407 2.666391 0.1524 0.1901 0.4432 0.096
H 1.859879 8.317337 2.471291 0.0883 -0.0642 -0.0012 0.138
H 0.204079 4.834607 2.359291 -0.1345 0.2094 0.0212 0.124
H -1.559131 5.058817 0.066611 -0.1091 -0.3470 0.7478 0.108
H -0.051881 8.860807 1.055181 0.0883 0.0448 -0.4019 0.179
H -1.514991 7.353517 -1.774949 -0.5696 0.1916 -0.1181 0.101
H -2.181551 8.565227 -0.584739 0.4297 0.2189 -0.4747 0.128
H -2.919771 7.073117 -0.584119 0.1233 -0.4852 -0.5177 0.121
C -4.512791 -5.595303 0.628231 0.4058 1.6808 0.0282 -0.094
C -5.923471 -5.890953 0.961701 -0.7511 -1.0532 0.9379 -0.168
N -5.873781 -7.064323 1.847951 -1.5985 -3.8172 1.5107 -0.058
C -6.449171 -8.349473 1.558681 2.4036 0.2797 0.6651 0.057
C -6.138571 -9.174863 2.633481 -1.7913 0.6286 -0.8440 0.011
N -5.718551 -8.403033 3.671041 1.0215 2.5661 -1.8096 -0.071
C -5.438911 -7.148603 3.138311 -1.5063 -0.6623 0.0279 0.013
C -5.493581 -8.858863 5.031601 1.2792 -0.2862 1.4495 0.020
H -4.098121 -5.161683 1.538241 0.6806 -0.1317 -0.1120 0.069
H -4.534461 -4.806653 -0.123879 0.3696 -0.0605 -0.1821 0.065
H -3.938911 -6.457473 0.288491 -0.1964 0.0491 0.0399 0.097
H -6.501881 -6.061533 0.053711 -0.2114 -0.6211 0.3609 0.141
H -6.479281 -5.182873 1.576341 0.3668 0.7150 -0.4724 0.142
H -6.762051 -8.607593 0.557741 -0.1488 0.0642 0.1718 0.137
H -6.300331 -10.233303 2.774681 -0.2089 0.0775 -0.1187 0.156
H -5.147961 -6.275173 3.702991 0.0955 -0.2556 0.1537 0.159
H -4.425831 -9.008993 5.191181 0.0699 -0.2443 -0.2455 0.107
H -5.987691 -9.792653 5.299921 -0.2061 0.0441 -0.7294 0.121
H -5.752511 -8.175043 5.839961 -0.5168 0.5272 -0.6341 0.112
C 3.700869 4.774697 1.191151 -0.6696 0.6753 -0.5129 -0.072
C 3.897029 3.904887 -0.041949 0.1709 -0.2507 -0.0235 -0.178
N 5.054259 4.323477 -0.879409 2.7154 -0.8247 -1.4577 -0.045
C 5.460539 5.660297 -1.015789 1.1559 -0.9567 -0.3913 0.009
C 6.678259 5.696737 -1.732179 -2.4660 -1.0081 0.2668 0.063
N 6.907379 4.402097 -2.193019 -2.1665 -0.6164 3.0890 -0.082
C 5.981979 3.553477 -1.584229 0.3311 2.5364 -0.4219 0.041
C 8.072119 4.017727 -2.964559 1.7317 -0.1753 -0.1919 0.017
H 2.982549 4.274447 1.840661 0.0891 -0.0351 0.1345 0.074
H 3.225079 5.710597 0.898221 0.1005 0.1566 0.1348 0.062
H 4.603859 5.017507 1.751291 0.0729 -0.2841 -0.1397 0.111
H 3.031809 3.869567 -0.703949 -0.1895 0.4769 0.0474 0.093
H 3.925479 2.893107 0.362511 1.1038 -0.3012 -0.6136 0.101
H 4.783209 6.367167 -0.559759 0.7456 0.4982 -0.1217 0.126
H 7.374209 6.486517 -1.973649 -0.2891 0.1781 -0.0503 0.157
H 6.091189 2.480977 -1.649269 -0.3677 0.0774 0.0814 0.154
H 8.557599 3.096567 -2.642259 -0.8983 -0.5345 -0.0691 0.115
H 8.913599 4.666047 -2.720269 -0.3760 0.7135 -0.1608 0.121
H 7.906749 4.046697 -4.041559 -0.1955 -0.0741 0.1916 0.120
Br -3.391611 2.714487 2.603671 1.0033 -0.6401 -0.7857 -0.553
```
Positions in Å, forces in eV/Å.

- LUMO: -15.2 eV
- Total charge: +8
- E: -154372.520 eV
- Molar mass: 1080.416 g mol⁻¹